Here is a molecular structure, C9H21ClN3O3Pt at a distorted geometry from the OMol25 dataset. Energies are from ωB97M-V/def2-TZVPD.

Positions of all 38 atoms, in Å:
H: 2.9965 2.8386 -2.8305
N: 0.8476 -1.6432 4.8322
H: -2.4130 -1.5133 -3.9790
H: 0.8750 -2.5158 2.8698
C: 2.4134 4.0899 -4.4092
H: 1.5347 -1.2881 5.4818
H: -1.1473 -1.7196 -2.6810
H: 1.5406 2.2563 -1.2084
C: 1.8548 3.2375 -0.8527
O: -4.8500 -1.1006 -3.3989
H: -6.3789 -1.3308 -1.3405
C: -2.1286 -2.0136 -3.0533
H: 2.3523 -1.7589 3.5328
O: -1.2416 -1.8404 4.0840
Cl: 5.8824 -1.6269 -2.5558
H: -5.1178 -0.8525 -0.3265
H: 1.8389 -3.2950 4.1530
H: -3.0247 -1.9427 -1.0751
H: -0.8260 0.1245 6.1765
H: -0.1666 -1.2380 7.1344
O: 1.3892 5.3450 -1.9522
H: 1.9884 5.0850 -4.5408
N: -3.1757 -1.8769 -2.0716
Pt: 9.9540 -2.5084 -1.0002
C: -0.4505 -1.5557 5.0075
H: 2.8515 3.1605 -0.4181
C: 1.4648 -2.3454 3.7705
C: -4.4041 -1.4496 -2.2942
C: -5.3312 -1.5508 -1.1358
H: -5.2401 -2.5675 -0.7535
C: 1.8897 4.2140 -1.9927
H: -1.9428 -3.0775 -3.2008
N: 2.4726 3.6778 -3.0341
H: -1.8532 -1.3825 6.5955
H: 3.4072 4.0654 -4.8562
H: 1.1765 3.4652 -0.0304
H: 1.8428 3.3817 -5.0099
C: -0.8808 -0.9479 6.3637

Force components x, y, z for each atom (eV/Å):
H -0.3 0.0 -0.3
N 1.7 0.1 0.3
H 0.1 -0.1 0.2
H -0.2 0.3 0.4
C 0.3 0.1 -0.7
H -0.7 0.0 0.4
H -0.2 0.8 0.1
H 0.2 -0.1 -0.1
C -0.1 -0.4 1.1
O 1.0 -0.3 0.9
H 0.3 -0.2 -0.7
C 0.4 -0.8 0.3
H 0.1 -0.1 -0.5
O 1.0 0.1 1.8
Cl 0.1 0.0 0.0
H 0.5 0.0 0.1
H -0.1 -0.3 -0.2
H 0.8 -0.4 -0.3
H -0.6 0.1 0.5
H 0.0 0.2 0.1
O 0.5 -1.4 -0.2
H 0.1 -0.1 0.3
N 1.1 0.2 1.2
Pt -0.1 0.0 0.0
C -3.0 0.5 -0.7
H 0.1 -0.1 0.0
C 1.4 -0.4 -0.7
C -2.8 1.0 -2.8
C -0.5 0.0 1.3
H -0.2 0.0 0.3
C -2.1 2.4 1.8
H -0.4 -0.2 -0.6
N 1.4 -1.2 -1.8
H -0.1 0.7 0.0
H 0.1 0.3 0.1
H 0.0 0.6 -0.3
H -0.3 0.0 0.1
C 0.5 -1.0 -1.3

Calculated values
- multiplicity = 3
- E_LUMO (spin up / spin down) (eV) = -9.13 / -9.21
- net charge = +1
- ΔE to the lowest compared entry with this formula, charge and spin (kcal/mol) = 180.2

Here is a molecular structure, C9H21INO5P2Sn at a distorted geometry from the OMol25 dataset. Energies are from ωB97M-V/def2-TZVPD.

Positions of all 40 atoms, in Å:
H: 3.1269 -1.0086 -1.6877
H: 2.9063 2.1935 1.1304
C: 3.0507 1.1557 1.4539
H: -3.1238 -0.9085 -1.6489
H: 0.8773 -0.6322 -5.7214
C: 0.0001 0.0264 -5.5917
C: -2.3666 -1.5064 1.2356
H: 0.0060 0.8309 -6.3626
H: 1.9701 -2.4000 0.6220
C: 3.4254 -0.2062 -1.0046
N: -0.1012 -0.0875 3.8309
C: -2.9901 1.2344 1.5060
H: 3.5315 0.7294 -1.5682
I: -0.0278 -1.6325 -2.2551
H: -3.5054 0.8292 -1.5210
H: 2.6722 1.0120 2.4739
C: 2.3282 -1.5668 1.2387
C: 0.0048 0.5643 -4.2468
P: -2.1886 0.0752 0.3698
O: 0.3198 2.5235 2.2345
O: 0.5447 -0.9628 4.4287
H: -4.3524 -0.3697 -0.4698
H: -2.5295 1.1683 2.5010
H: 3.3895 -1.7211 1.4808
H: 4.1216 0.9222 1.4302
H: -4.0504 0.9609 1.5597
O: 0.1095 -0.0807 2.4981
H: -1.8191 -1.4684 2.1841
H: -0.8873 -0.6182 -5.7214
H: 1.7428 -1.4825 2.1664
H: -3.4389 -1.6391 1.4388
H: -2.9081 2.2541 1.1100
O: -0.9278 0.7090 4.3006
C: -3.4026 -0.1058 -0.9582
P: 2.2234 -0.0050 0.3296
O: 0.0142 1.6042 -3.6894
C: -0.1296 1.6347 1.6480
H: 4.3732 -0.4783 -0.5170
Sn: 0.0183 0.7922 -0.8289
H: -2.0073 -2.3397 0.6211

Force components x, y, z for each atom (eV/Å):
H 0.1 0.1 0.1
H 0.1 -0.2 0.2
C -0.5 0.5 0.0
H -0.1 0.1 0.1
H -0.2 0.2 0.1
C 0.0 -1.6 -0.5
C 0.9 -0.3 0.2
H 0.0 -0.1 0.8
H 0.1 0.1 0.2
C -0.3 0.1 -0.5
N -1.7 0.9 2.6
C 0.7 0.6 -0.1
H 0.2 -0.2 0.1
I 0.1 0.7 -0.5
H -0.2 -0.2 0.1
H 0.1 0.2 -0.3
C -0.9 -0.3 0.1
C 0.0 5.6 0.6
P -2.2 -0.6 -0.3
O -1.5 -2.5 -1.7
O -1.1 1.8 -1.9
H 0.2 0.1 -0.3
H -0.3 0.1 -0.2
H -0.2 0.1 -0.1
H -0.2 0.0 0.0
H 0.2 -0.1 0.0
O 0.2 -1.0 1.5
H -0.2 -0.2 -0.3
H 0.2 0.2 0.1
H 0.4 -0.3 -0.5
H 0.2 0.2 -0.1
H -0.1 -0.1 0.2
O 2.5 -2.3 -1.4
C 0.1 0.1 -0.4
P 2.0 -0.2 0.4
O 0.0 -4.7 -1.3
C 1.9 4.3 2.2
H -0.2 0.1 -0.2
Sn -0.2 -1.3 0.6
H -0.1 0.1 0.2

Calculated values
- E_LUMO (spin up / spin down) (eV) = -13.93 / -13.96
- net charge = +3

Here is a molecular structure, C9H21INOP2RhS at a distorted geometry from the OMol25 dataset. Energies are from ωB97M-V/def2-TZVPD.

Positions of all 37 atoms, in Å:
N: -3.2389 4.2989 2.2754
H: -2.7239 -2.5948 -1.7409
H: -1.9008 -1.2360 -2.6075
C: 1.1934 -1.8495 -1.7708
P: -1.3179 -1.2793 -0.2527
I: 2.5502 -2.6010 1.7321
H: -2.3092 0.7893 -1.0298
Rh: 0.9265 -1.2213 0.1348
H: -2.2911 0.7083 0.7714
H: -3.0488 -2.7371 0.6192
H: 2.2927 -1.8269 -1.8566
H: -0.9980 -2.7281 -2.2161
H: 3.3974 2.1756 0.9645
H: 2.1972 1.5930 2.1432
H: 3.3907 0.4490 1.4673
C: 0.5387 -0.8554 1.9305
H: 0.7063 -1.2892 -2.5831
P: 1.6148 0.9755 -0.1043
C: -1.7764 -2.0376 -1.8581
H: 3.1076 0.2254 -1.8820
C: -2.0753 -2.3893 0.9971
S: -1.5654 2.1107 2.8243
H: 1.9426 1.4733 -2.4496
C: 2.6015 1.1637 -1.6278
H: -3.4891 -0.2407 -0.1723
H: 1.2014 3.2952 -0.2481
C: 2.7694 1.3233 1.2473
H: 3.3443 1.9503 -1.4433
H: 0.8717 -2.9067 -1.7388
O: 0.2782 -0.5565 3.0099
H: -0.2015 2.3901 -0.8549
C: 0.5547 2.4336 -0.0698
C: -2.5285 3.3777 2.5124
H: -2.2140 -1.8205 1.9261
H: -1.4238 -3.2486 1.1962
H: 0.0801 2.5452 0.9113
C: -2.4567 0.1401 -0.1566

Force components x, y, z for each atom (eV/Å):
N 0.9 -1.2 0.3
H 0.4 0.4 -0.1
H 0.0 -0.4 0.3
C 0.3 -0.1 -0.7
P -2.8 -1.7 -0.6
I 0.5 -0.6 -0.3
H -0.1 0.0 0.3
Rh 0.9 -1.0 -0.4
H -0.1 -0.2 -0.4
H 0.3 0.1 0.2
H -0.3 0.2 -0.2
H -0.6 0.2 0.2
H 0.0 -0.2 0.1
H 0.1 -0.1 -0.1
H 0.0 0.3 -0.1
C -1.7 2.2 4.2
H 0.4 -0.4 0.2
P 1.7 1.3 -0.4
C 0.0 -0.1 -0.2
H -0.1 0.4 0.0
C 0.3 0.0 0.0
S -0.2 0.1 0.4
H 0.2 -0.2 0.1
C -0.1 0.0 0.1
H 0.4 -0.1 0.0
H 0.0 0.0 0.0
C 0.0 0.0 0.2
H -0.1 -0.1 -0.2
H 0.0 0.4 -0.2
O 0.4 -0.7 -2.0
H 0.0 0.1 0.1
C -0.5 -0.2 0.0
C -0.9 1.2 -0.3
H 0.0 -0.2 -0.2
H -0.3 0.1 0.0
H 0.1 0.0 -0.3
C 0.6 0.6 0.0

Calculated values
- multiplicity = 5
- E_LUMO (spin up / spin down) (eV) = -7.25 / -11.46
- net charge = +2
- ΔE to the lowest compared entry with this formula, charge and spin (kcal/mol) = 0.0

Here is a molecular structure, C9H21INOP2SSc at a distorted geometry from the OMol25 dataset. Energies are from ωB97M-V/def2-TZVPD.

Positions of all 37 atoms, in Å:
H: 1.8356 3.1972 1.3978
H: 1.1531 4.5135 -1.5765
H: -0.3325 -0.9490 -5.5069
H: -2.0546 -3.2440 0.7494
C: -2.2137 -0.1809 -0.4260
S: -1.1300 0.7120 2.3247
H: -1.8108 -3.3621 -1.0274
O: -3.3550 -0.2150 -0.6365
H: -1.8117 3.1493 -1.5237
P: 0.2286 2.6402 -0.3137
H: 2.2732 3.1182 -1.5143
I: -0.3463 -0.2906 -2.8200
C: -1.3710 3.4925 -0.5800
H: 1.2027 -4.6031 -0.8791
H: -1.1476 -4.6377 0.0613
N: 0.8535 -0.5481 3.9910
H: 1.8190 -2.8024 1.8816
H: -2.0485 3.2596 0.2494
C: 1.2164 -3.5262 -1.0991
H: 1.0961 0.1165 -5.1631
H: -0.5631 0.8429 -5.3230
H: 0.8751 3.0807 -2.6073
H: 0.8353 4.6295 0.9881
C: 0.0238 -0.0298 -5.0336
C: 1.2258 3.4204 -1.6278
C: 0.0841 -0.0293 3.2484
C: 0.8330 -3.2468 1.6907
P: 0.1860 -2.6074 0.1072
H: 2.2471 -3.1539 -1.0462
H: 0.8353 -3.3509 -2.1118
H: -1.2004 4.5772 -0.6222
C: 0.8212 3.5453 1.1651
C: -1.3673 -3.5649 -0.0438
Sc: -0.1283 0.0152 0.1264
H: 0.1598 -2.9446 2.5022
H: 0.9088 -4.3400 1.6411
H: 0.1675 3.3167 2.0166

Force components x, y, z for each atom (eV/Å):
H -0.2 0.2 0.1
H -0.1 -0.3 0.1
H 0.0 0.1 0.5
H 0.0 -0.2 -0.2
C -7.4 -0.2 -1.2
S 0.2 -0.4 -0.8
H -0.1 -0.2 0.2
O 5.3 0.1 1.0
H -0.1 0.2 0.2
P 0.1 1.9 0.1
H -0.1 0.2 -0.1
I 0.1 -0.2 -1.3
C -0.3 -0.6 -0.1
H -0.1 0.4 0.1
H 0.0 0.4 0.0
N -2.2 1.6 -2.6
H -0.2 -0.2 0.1
H 0.0 0.2 -0.2
C 0.3 0.7 -0.3
H -0.2 0.0 0.3
H 0.1 -0.2 0.3
H 0.1 0.1 0.1
H 0.0 -0.3 -0.1
C 0.1 0.2 -0.1
C 0.3 -0.6 -0.2
C 2.1 -1.6 2.1
C 0.1 0.6 0.2
P 0.3 -2.3 0.1
H -0.2 -0.2 -0.1
H 0.1 -0.1 0.2
H 0.0 -0.3 0.0
C 0.2 -0.5 0.3
C -0.3 0.6 0.0
Sc 1.6 1.0 1.5
H 0.2 -0.2 -0.1
H 0.0 0.3 0.0
H 0.2 0.1 -0.2

Calculated values
- E_LUMO (eV) = -9.07
- net charge = +2
- ΔE to the lowest compared entry with this formula, charge and spin (kcal/mol) = 27.8

What did the second record say?
Here is a molecular structure, C9H21INO5P2Sn at a distorted geometry from the OMol25 dataset. Energies are from ωB97M-V/def2-TZVPD.

Positions of all 40 atoms, in Å:
H: 3.1269 -1.0086 -1.6877
H: 2.9063 2.1935 1.1304
C: 3.0507 1.1557 1.4539
H: -3.1238 -0.9085 -1.6489
H: 0.8773 -0.6322 -5.7214
C: 0.0001 0.0264 -5.5917
C: -2.3666 -1.5064 1.2356
H: 0.0060 0.8309 -6.3626
H: 1.9701 -2.4000 0.6220
C: 3.4254 -0.2062 -1.0046
N: -0.1012 -0.0875 3.8309
C: -2.9901 1.2344 1.5060
H: 3.5315 0.7294 -1.5682
I: -0.0278 -1.6325 -2.2551
H: -3.5054 0.8292 -1.5210
H: 2.6722 1.0120 2.4739
C: 2.3282 -1.5668 1.2387
C: 0.0048 0.5643 -4.2468
P: -2.1886 0.0752 0.3698
O: 0.3198 2.5235 2.2345
O: 0.5447 -0.9628 4.4287
H: -4.3524 -0.3697 -0.4698
H: -2.5295 1.1683 2.5010
H: 3.3895 -1.7211 1.4808
H: 4.1216 0.9222 1.4302
H: -4.0504 0.9609 1.5597
O: 0.1095 -0.0807 2.4981
H: -1.8191 -1.4684 2.1841
H: -0.8873 -0.6182 -5.7214
H: 1.7428 -1.4825 2.1664
H: -3.4389 -1.6391 1.4388
H: -2.9081 2.2541 1.1100
O: -0.9278 0.7090 4.3006
C: -3.4026 -0.1058 -0.9582
P: 2.2234 -0.0050 0.3296
O: 0.0142 1.6042 -3.6894
C: -0.1296 1.6347 1.6480
H: 4.3732 -0.4783 -0.5170
Sn: 0.0183 0.7922 -0.8289
H: -2.0073 -2.3397 0.6211

Force components x, y, z for each atom (eV/Å):
H 0.1 0.1 0.1
H 0.1 -0.2 0.2
C -0.5 0.5 0.0
H -0.1 0.1 0.1
H -0.2 0.2 0.1
C 0.0 -1.6 -0.5
C 0.9 -0.3 0.2
H 0.0 -0.1 0.8
H 0.1 0.1 0.2
C -0.3 0.1 -0.5
N -1.7 0.9 2.6
C 0.7 0.6 -0.1
H 0.2 -0.2 0.1
I 0.1 0.7 -0.5
H -0.2 -0.2 0.1
H 0.1 0.2 -0.3
C -0.9 -0.3 0.1
C 0.0 5.6 0.6
P -2.2 -0.6 -0.3
O -1.5 -2.5 -1.7
O -1.1 1.8 -1.9
H 0.2 0.1 -0.3
H -0.3 0.1 -0.2
H -0.2 0.1 -0.1
H -0.2 0.0 0.0
H 0.2 -0.1 0.0
O 0.2 -1.0 1.5
H -0.2 -0.2 -0.3
H 0.2 0.2 0.1
H 0.4 -0.3 -0.5
H 0.2 0.2 -0.1
H -0.1 -0.1 0.2
O 2.5 -2.3 -1.4
C 0.1 0.1 -0.4
P 2.0 -0.2 0.4
O 0.0 -4.7 -1.3
C 1.9 4.3 2.2
H -0.2 0.1 -0.2
Sn -0.2 -1.3 0.6
H -0.1 0.1 0.2

Calculated values
- E_LUMO (spin up / spin down) (eV) = -13.93 / -13.96
- net charge = +3

Among the records above, which one has the lowest net charge? C9H21ClN3O3Pt

Look up the net charge of the second one. +3